DFT (ωB97M-V/def2-TZVPD) results for a cluster of 2 separate species, C2H7N3O in total in a non-equilibrium geometry.

Structure (XYZ):
```
13
Properties=species:S:1:pos:R:3:forces:R:3:lowdin_charge:R:1
H -2.79548 0.85605 0.31132 0.78 -1.01 -0.10 0.04
N -1.83776 0.44392 0.26648 0.11 2.24 -1.46 0.00
C -1.25175 1.02839 -0.76548 -1.92 -1.64 1.53 -0.37
N 0.04048 1.02817 -1.02672 0.79 1.30 -2.73 0.11
H -1.78892 1.47140 -1.62866 -0.15 0.20 0.87 0.12
H 0.24715 1.41921 -1.92559 -0.31 0.35 -0.43 0.09
H 0.92147 0.67257 -0.76249 0.61 -1.17 2.17 0.04
N 0.33192 -1.37632 0.87645 5.01 2.66 -1.67 0.15
C 1.69143 -0.99799 0.78129 0.15 1.35 3.45 -0.34
O 2.32411 -0.07954 0.27092 -1.81 -0.64 -1.01 -0.02
H -0.44624 -0.80023 0.84950 -2.16 1.44 -0.71 0.00
H 0.32260 -2.29512 1.04984 -0.91 -3.84 1.28 0.03
H 2.24099 -1.37051 1.70314 -0.17 -1.25 -1.21 0.13
```
Forces are in eV/Å.

Results
Kohn-Sham gap	10.06	eV
spin multiplicity	1
total charge	0
electronic energy	-319.86507	hartree
energy relative to the best compared isomer or geometry (same formula, charge and spin)	53.2	kcal/mol
HOMO energy	-9.2	eV



DFT (ωB97M-V/def2-TZVPD) results for a structure of composition C9H10Cl3NO2Yb in a non-equilibrium geometry.

Structure (XYZ):
```
26
Properties=species:S:1:pos:R:3:forces:R:3:lowdin_charge:R:1
C -1.07503 0.86449 -2.23708 2.02 1.18 -0.48 -0.22
C 0.34943 0.75013 -2.58847 -1.17 0.05 0.35 -0.23
C 1.07376 1.82640 -1.92855 -0.73 -1.36 -0.63 -0.25
C 0.14610 2.57792 -1.17277 -0.34 0.05 -0.59 -0.27
C -1.15022 2.02870 -1.39303 -1.18 -0.55 -0.18 -0.25
Yb 0.21068 0.21754 0.03207 -1.19 -0.63 -1.39 1.26
N -1.42558 -1.45215 -0.25877 -0.60 1.83 0.02 -0.27
C -0.68015 -2.75512 -0.74447 -2.97 1.29 0.87 -0.43
C 0.58063 -2.50402 -1.33999 1.40 0.13 1.53 -0.09
H 2.14490 1.97712 -2.00745 -0.12 0.10 0.06 0.07
H 0.73951 -0.08886 -3.21369 -0.12 1.07 0.59 0.07
H 0.37756 3.47475 -0.59987 -0.13 -0.30 -0.08 0.08
H -2.12212 2.39518 -0.97746 1.14 -0.22 -0.27 0.09
H -1.89642 0.22793 -2.63758 0.89 0.67 0.71 0.09
H 0.66798 -2.31364 -2.36997 0.20 -0.04 -1.16 0.00
H -1.46417 -3.16972 -1.42239 0.98 -0.62 0.51 0.08
H -2.37473 -1.65284 0.13772 1.29 -0.44 -0.36 -0.02
H 1.48155 -2.34619 -0.70802 -0.63 -0.09 -0.46 0.04
H -0.69855 -2.95832 0.33692 0.62 -1.96 -0.56 0.08
Cl 0.82413 -1.14233 4.98304 -0.14 -0.27 -0.40 0.56
C 0.80942 0.43788 4.17924 -0.21 -0.51 -1.10 -1.56
Cl -0.45228 1.38853 4.92172 -0.11 0.45 0.22 0.61
Cl 2.41857 1.12262 4.43184 0.12 0.46 -0.12 0.58
C 0.55577 0.37837 2.58546 -0.26 -0.40 -2.67 -0.61
O 1.08009 -0.71350 1.92286 -1.97 5.06 3.53 -0.23
O -0.12084 1.42913 2.06871 3.22 -4.95 2.07 -0.19
```
Forces are in eV/Å.

Results
Kohn-Sham gap (spin up / spin down)	5.49 / 5.26	eV
spin multiplicity	2
total charge	-1
electronic energy	-3093.39567	hartree
energy relative to the best compared isomer or geometry (same formula, charge and spin)	40.9	kcal/mol
HOMO energy (spin up / spin down)	-2.8 / -2.6	eV
<S²>	0.767